Entry from the Open Molecules 2025 dataset: a cluster of 3 separate species, C26H56ClN3O4P in total (wB97M-V/def2-TZVPD).

```
91
Properties=species:S:1:pos:R:3:forces:R:3
C 1.108 -0.470 2.202 -0.8 -0.4 1.3
C -0.043 -0.762 1.061 1.1 -0.5 -0.9
N -0.338 0.417 0.153 0.4 -2.2 1.5
P -1.253 1.709 0.979 1.7 1.8 -1.8
O -2.099 3.180 1.414 -3.4 -1.4 -0.6
C -3.504 3.068 0.899 0.1 2.1 0.4
C -3.947 1.514 0.506 2.4 -0.5 -1.8
C -3.956 1.139 -1.124 0.9 0.6 -0.7
C -5.420 0.965 0.970 0.4 -1.9 0.4
Cl -6.594 2.301 1.546 0.8 -0.7 -0.6
C -5.395 -0.182 2.145 -1.2 -0.4 0.8
C -6.023 -1.639 1.621 0.6 0.1 0.2
O -2.730 0.744 0.930 -3.2 1.1 0.2
H 1.541 -1.513 2.590 -0.6 2.2 -0.9
H 1.948 0.275 1.874 -1.6 -1.6 0.4
H 0.587 0.013 3.162 1.1 -0.9 -2.1
H 0.348 -1.634 0.349 -0.7 1.5 1.6
H -1.038 -1.146 1.567 2.0 1.0 -1.0
H 0.521 0.778 -0.324 -1.0 -0.4 1.0
H -1.108 1.227 2.336 0.0 0.1 -0.4
H -0.039 2.532 1.031 0.0 -0.1 0.6
H -1.373 2.255 -0.379 -0.6 -0.4 0.0
H -4.089 3.623 1.747 0.4 -1.7 -1.5
H -3.668 3.814 -0.018 0.5 -1.8 1.5
H -4.595 1.908 -1.739 0.8 -1.6 1.1
H -4.294 0.009 -1.310 0.4 2.5 0.6
H -2.855 1.195 -1.582 -2.4 0.0 1.4
H -5.953 0.461 0.029 1.2 1.5 2.1
H -4.355 -0.347 2.657 -1.8 0.5 -1.5
H -6.134 0.163 3.013 1.7 -0.6 -1.9
H -7.042 -1.876 2.154 2.0 0.5 -1.0
H -5.240 -2.469 1.886 -1.6 1.4 -0.5
H -6.203 -1.672 0.464 0.4 0.2 2.2
C 1.036 -6.033 -3.386 -0.1 0.3 0.7
C -0.472 -5.621 -3.320 0.7 -0.8 -1.5
C -1.309 -6.829 -2.823 -0.1 0.2 0.2
C -2.791 -6.490 -2.690 -0.1 -0.1 -0.1
C -3.005 -5.268 -1.809 0.3 -0.2 0.1
C -2.119 -4.040 -2.162 -1.6 1.5 -0.1
N -0.695 -4.393 -2.483 1.1 -2.1 4.5
O -0.027 -4.590 -1.260 -1.4 0.8 -3.4
C -2.717 -3.255 -3.359 -0.1 -0.2 -0.3
C -2.256 -3.024 -0.975 0.8 -0.4 0.0
C -0.819 -5.350 -4.810 -0.2 0.2 -0.1
H 1.478 -6.238 -2.405 -0.3 0.2 -0.1
H 1.162 -6.953 -3.970 -0.4 0.2 0.0
H 1.633 -5.251 -3.870 -0.2 -0.1 0.1
H -0.933 -7.179 -1.853 0.1 0.2 -0.1
H -1.197 -7.676 -3.511 0.2 0.2 -0.1
H -3.245 -6.327 -3.673 0.1 0.0 0.0
H -3.319 -7.349 -2.255 0.1 0.2 -0.1
H -4.066 -4.987 -1.849 0.3 0.2 0.0
H -2.812 -5.571 -0.770 0.1 0.2 -0.1
H -2.061 -2.428 -3.651 0.0 -0.2 0.1
H -3.689 -2.817 -3.097 0.3 -0.1 0.2
H -2.906 -3.867 -4.240 0.1 0.0 0.0
H -1.995 -3.471 -0.008 0.2 0.1 -0.3
H -3.291 -2.673 -0.876 0.2 -0.2 -0.3
H -1.624 -2.142 -1.129 -0.1 -0.1 0.1
H -0.394 -6.125 -5.460 0.1 0.0 0.3
H -0.410 -4.389 -5.146 -0.1 -0.1 0.2
H -1.888 -5.361 -5.024 0.1 0.1 0.1
C 5.601 2.728 -0.463 -0.7 -0.2 0.3
C 5.362 3.800 0.651 1.6 0.0 -1.0
C 4.715 5.059 0.016 -0.2 -0.1 0.2
C 4.409 6.136 1.053 0.1 0.1 -0.1
C 3.558 5.589 2.189 -0.2 -0.2 -0.3
C 4.069 4.260 2.812 0.0 0.6 2.0
N 4.553 3.263 1.799 -4.2 -0.5 -2.4
O 3.418 2.633 1.255 3.2 1.2 1.5
C 5.210 4.530 3.827 0.3 0.3 -0.1
C 2.916 3.711 3.722 -0.1 -0.4 -0.8
C 6.806 4.152 1.104 0.1 0.1 0.3
H 4.677 2.327 -0.892 0.1 0.1 0.3
H 6.160 3.159 -1.303 0.0 0.2 0.4
H 6.188 1.886 -0.075 -0.1 0.1 0.0
H 3.788 4.789 -0.504 0.1 -0.2 0.2
H 5.377 5.479 -0.750 0.1 -0.3 0.1
H 5.332 6.569 1.451 0.1 -0.1 -0.1
H 3.876 6.964 0.565 0.1 -0.1 0.1
H 3.475 6.359 2.968 0.0 -0.3 0.1
H 2.540 5.443 1.799 0.2 -0.2 0.1
H 5.616 3.591 4.218 -0.1 0.1 -0.2
H 4.845 5.105 4.687 -0.2 -0.2 -0.3
H 6.035 5.114 3.421 0.0 -0.1 -0.1
H 1.972 3.588 3.176 0.3 -0.1 0.0
H 2.700 4.406 4.545 0.4 0.1 -0.3
H 3.184 2.747 4.169 0.0 0.1 -0.2
H 7.472 4.264 0.241 -0.3 -0.1 0.0
H 7.229 3.362 1.737 -0.2 0.1 -0.1
H 6.882 5.099 1.640 -0.1 -0.1 0.1
```
Forces are in eV/Å.

Properties
multiplicity	3
net charge	-1
gap between HOMO and LUMO (spin up / spin down)	6.08 / 5.45	eV